C3H11N4 | wB97M-V/def2-TZVPD

Last column: Löwdin charge in e.
CARTESIAN COORDINATES (ANGSTROEM)
1 C -1.011 -0.630 1.941  -0.142
2 C 0.702 0.593 -2.010  -0.118
3 C 2.353 -0.769 -1.019  0.019
4 N 0.137 -0.754 1.398  0.187
5 N -1.950 0.245 1.553  -0.064
6 N 1.282 -0.142 -0.925  -0.159
7 N -1.983 1.275 0.665  0.065
8 H -1.345 -1.183 2.783  0.149
9 H -0.379 0.070 -2.236  0.148
10 H 0.529 1.616 -1.780  0.057
11 H 1.279 0.705 -2.924  0.079
12 H 2.809 -0.889 -2.045  0.125
13 H 2.559 -1.323 -0.120  0.080
14 H -1.084 1.697 0.316  0.123
15 H 0.633 -1.485 1.759  0.085
16 H -2.686 0.287 2.337  0.196
17 H 0.534 -0.259 0.468  0.096
18 H -2.379 0.945 -0.164  0.073

Atomic forces in eV per Å
-1.573 2.248 -1.368
-2.720 -1.521 -1.266
-0.014 -0.943 -1.660
-0.228 1.790 -1.632
-1.157 -1.417 4.026
-1.169 1.652 0.475
1.777 1.658 -0.837
0.161 -0.747 0.609
2.667 1.395 0.308
-0.440 0.839 0.890
0.297 -0.846 -0.228
0.247 0.042 1.440
1.169 -0.375 -0.053
-0.658 -0.747 1.461
1.960 -2.140 0.957
1.186 0.406 -2.050
-0.267 -0.711 0.484
-1.237 -0.582 -1.555

orbital gap	11.3	eV
total charge	+1
HOMO level	-14.2	eV
ΔE to the lowest compared entry with this formula, charge and spin	292.8	kJ/mol


C3H11N6O3P | wB97M-V/def2-TZVPD

Last column: Löwdin charge in e.
CARTESIAN COORDINATES (ANGSTROEM)
1 C -0.857 -1.855 -0.079  -0.442
2 C -0.986 1.841 -0.169  -0.519
3 C 0.649 0.019 0.362  -0.293
4 N -0.999 -3.089 -0.688  0.150
5 N -1.877 -1.291 0.583  0.134
6 N -1.053 3.085 -0.661  0.174
7 N 0.183 1.184 -0.411  0.068
8 N -1.876 1.241 0.559  0.084
9 N 0.331 -1.267 -0.208  0.047
10 O 2.916 1.503 -0.364  -0.318
11 O 3.036 -0.113 1.598  -0.157
12 O 2.738 -1.025 -0.902  -0.320
13 P 2.545 0.141 0.048  0.351
14 H 0.395 -0.043 1.452  0.151
15 H -1.524 -3.769 -0.187  0.089
16 H -0.126 -3.464 -1.002  0.099
17 H -2.621 -1.941 0.929  0.124
18 H -1.999 -0.187 0.593  0.016
19 H -0.200 3.463 -1.150  0.154
20 H -1.857 3.584 -0.597  0.062
21 H 0.777 1.371 -1.186  0.109
22 H -2.761 1.733 0.480  0.076
23 H 3.824 0.411 1.682  0.046
24 H 1.344 -1.531 -0.681  0.114

Atomic forces in eV per Å
0.603 0.001 0.030
1.174 -1.338 0.235
0.753 0.458 0.062
0.329 0.688 0.218
-0.435 -2.006 0.202
3.882 -0.578 -1.562
-0.828 -1.089 1.484
-1.090 1.051 -0.506
-0.002 -0.161 -0.702
0.271 0.476 -0.211
-0.445 -0.586 -1.148
-0.135 -0.080 0.719
-0.900 -0.554 0.898
-0.015 0.966 -1.019
-0.615 -0.344 0.260
0.355 -0.168 -0.127
0.963 1.011 -0.878
0.556 -0.179 0.356
-1.748 -0.475 0.939
-2.429 1.748 0.074
0.335 0.878 -0.335
0.011 0.199 0.577
0.768 0.464 0.419
-1.355 -0.379 0.014

orbital gap	9.7	eV
total charge	0
HOMO level	-9.2	eV
ΔE to the lowest compared entry with this formula, charge and spin	0.0	kJ/mol


C3H11N7O | wB97M-V/def2-TZVPD

Last column: Löwdin charge in e.
CARTESIAN COORDINATES (ANGSTROEM)
1 C -2.240 -0.725 -0.156  -0.245
2 C 2.622 -0.371 -0.230  -0.442
3 C -0.288 0.972 -0.058  -0.470
4 N -3.071 -0.160 -1.041  0.210
5 N -2.711 -1.628 0.697  0.230
6 N 3.256 -1.289 -0.907  0.274
7 N -1.163 2.012 0.294  0.209
8 N 2.830 -0.330 1.071  0.240
9 N 1.046 1.238 -0.011  0.076
10 N -0.663 -0.277 -0.207  0.266
11 O 1.776 0.395 -0.863  0.093
12 H -4.051 -0.035 -0.808  0.148
13 H -2.869 0.426 -1.809  0.124
14 H -3.709 -1.677 0.825  0.152
15 H -1.989 -2.033 1.271  0.141
16 H 3.479 -2.072 -0.345  0.146
17 H 3.032 -1.231 -1.892  0.163
18 H -0.948 2.932 0.041  0.097
19 H -1.859 1.987 0.998  0.109
20 H 3.470 -0.939 1.548  0.149
21 H 2.791 0.570 1.549  0.150
22 H 1.260 2.235 0.034  0.179

Atomic forces in eV per Å
2.776 2.526 -1.177
0.708 -0.656 1.575
-1.929 5.753 0.373
-0.423 -0.182 1.517
2.179 1.419 -0.869
-1.214 1.460 -1.272
0.937 -1.542 -1.124
-0.390 1.762 1.260
0.569 -0.062 2.227
-5.918 -7.721 0.241
0.691 0.977 -1.478
-0.079 -0.695 0.094
1.268 0.657 -0.654
-0.041 -0.695 0.203
-0.585 -0.390 0.700
0.860 -1.236 -0.423
0.367 -1.200 -0.208
0.418 1.556 -0.650
-0.570 -0.615 0.921
0.365 -0.444 -0.392
-0.662 -0.400 -0.171
0.672 -0.271 -0.693

spin multiplicity	3
orbital gap (alpha / beta)	6.0 / 7.0	eV
total charge	+2
HOMO level (alpha / beta)	-12.7 / -17.6	eV
ΔE to the lowest compared entry with this formula, charge and spin	0.0	kJ/mol


C3H11NO | wB97M-V/def2-TZVPD

Last column: Löwdin charge in e.
CARTESIAN COORDINATES (ANGSTROEM)
1 C -2.482 -1.242 0.780  -0.174
2 C -1.494 -0.109 0.993  -0.182
3 H -2.766 -1.716 1.723  0.062
4 H -2.229 -1.929 -0.020  0.061
5 H -3.455 -0.809 0.516  0.058
6 H -0.513 -0.557 1.190  0.046
7 H -1.453 0.599 0.171  0.056
8 H -1.610 0.483 1.906  0.065
9 N 1.195 0.822 -1.488  0.013
10 C 2.043 0.208 -0.496  -0.337
11 O 3.030 1.119 0.026  -0.069
12 H 1.295 1.815 -1.641  0.068
13 H 1.245 0.471 -2.428  0.058
14 H 1.470 0.110 0.427  0.083
15 H 2.311 -0.774 -0.883  0.115
16 H 3.414 1.508 -0.776  0.075

Atomic forces in eV per Å
-1.623 1.123 0.504
0.992 -0.346 0.615
0.644 -0.523 -0.145
0.273 -0.193 0.204
0.072 0.021 -0.371
0.138 0.200 -0.537
0.211 -0.176 -0.199
-0.740 -0.125 -0.045
-0.264 0.391 -0.919
-1.243 1.352 1.277
0.329 -0.660 -1.655
0.005 0.279 0.891
0.282 -0.753 -0.033
-0.260 -0.700 -0.180
0.815 0.038 0.188
0.371 0.071 0.406

orbital gap	10.4	eV
total charge	0
HOMO level	-9.5	eV
SMILES string	NCO.CC
ΔE to the lowest compared entry with this formula, charge and spin	112.3	kJ/mol


C3H11NO | wB97M-V/def2-TZVPD

Last column: Löwdin charge in e.
CARTESIAN COORDINATES (ANGSTROEM)
1 C 1.232 1.536 -1.343  -0.175
2 O 0.862 1.807 -0.014  -0.135
3 H 0.612 2.168 -1.978  0.076
4 H 2.258 1.793 -1.437  0.062
5 H 1.096 0.501 -1.647  0.063
6 C -1.051 -1.269 -0.703  -0.144
7 N -0.145 -1.084 0.412  -0.198
8 C -0.877 -0.923 1.674  -0.138
9 H -1.249 -0.299 -1.166  0.074
10 H -0.612 -1.891 -1.477  0.081
11 H -1.993 -1.674 -0.349  0.067
12 H 0.425 1.057 0.422  0.034
13 H 0.494 -1.861 0.512  0.101
14 H -0.166 -0.928 2.499  0.080
15 H -1.718 -1.613 1.782  0.072
16 H -1.276 0.102 1.696  0.080

Atomic forces in eV per Å
-1.001 -0.031 0.203
-0.330 -0.002 0.977
0.149 0.016 -0.387
0.955 0.249 -0.392
-0.033 -0.193 0.140
0.161 0.547 -0.221
0.179 -0.222 0.764
0.433 1.227 -0.400
-0.188 0.003 -0.005
-0.005 -0.198 0.013
-0.334 -0.336 -0.247
0.361 -0.149 -0.614
-0.088 -0.009 -0.168
-0.145 -0.465 0.116
0.136 -0.202 0.251
-0.249 -0.236 -0.031

orbital gap	10.3	eV
total charge	0
HOMO level	-9.3	eV
SMILES string	CNC.CO
ΔE to the lowest compared entry with this formula, charge and spin	118.8	kJ/mol


C3H11NO | wB97M-V/def2-TZVPD

Last column: Löwdin charge in e.
CARTESIAN COORDINATES (ANGSTROEM)
1 C -2.071 -2.010 0.098  -0.160
2 O -0.865 -2.768 0.047  -0.127
3 H -2.219 -1.480 -0.844  0.073
4 H -2.051 -1.295 0.919  0.074
5 H -2.901 -2.688 0.270  0.072
6 C 0.634 2.346 -0.138  -0.119
7 C 1.130 0.985 -0.591  -0.356
8 N 1.713 0.274 0.546  -0.022
9 H 0.210 2.943 -0.953  0.069
10 H 1.425 2.939 0.313  0.067
11 H -0.179 2.216 0.587  0.068
12 H 1.872 1.029 -1.388  0.105
13 H 0.290 0.441 -1.019  0.087
14 H -0.254 -2.398 0.687  0.055
15 H 0.987 -0.021 1.194  0.056
16 H 2.279 -0.514 0.271  0.058

Atomic forces in eV per Å
0.202 -0.099 0.071
0.011 0.081 0.050
-0.033 0.024 0.024
-0.058 0.137 -0.011
-0.160 -0.060 -0.065
-0.275 0.299 -0.233
-0.093 -0.212 0.077
-0.061 0.221 0.236
0.087 -0.232 -0.050
0.088 -0.079 0.145
0.207 0.036 0.053
0.124 0.297 0.118
-0.250 -0.160 -0.180
0.061 -0.063 -0.083
0.283 -0.038 -0.124
-0.133 -0.154 -0.028

orbital gap	10.1	eV
total charge	0
HOMO level	-9.3	eV
SMILES string	CCN.CO
ΔE to the lowest compared entry with this formula, charge and spin	94.4	kJ/mol